1.
Formula: C33H66N7O13
Source: the OMol25 dataset
Level of theory: ωB97M-V/def2-TZVPD

Max |F| (eV Å⁻¹): 3.9
HOMO energy (eV): -10.5
Charge: +1
Spin multiplicity: 1
Total energy (hartree): -2658.206749

The geometry in XYZ format:
```
119
Properties=species:S:1:pos:R:3:forces:R:3:lowdin_charge:R:1
C -1.590 0.430 -1.424 -0.6948 -2.6071 -1.0453 -0.0168
C -0.724 -0.511 -0.542 0.9685 3.7948 0.4200 -0.3756
C -0.223 0.601 0.451 0.6694 -1.2021 1.8364 -0.1173
C 0.471 0.057 1.707 0.3064 -1.3589 -0.6518 -0.1205
C -0.284 -1.102 2.437 -0.7633 1.6615 -0.5917 -0.0714
C -0.978 -2.114 1.483 -0.9588 -0.9803 0.0729 -0.3965
N -1.542 -1.456 0.271 -0.2142 0.0706 -2.6168 0.0389
O -2.629 -1.699 -0.178 1.2143 0.1405 1.5266 0.1956
C -2.181 -2.836 2.133 0.8681 -0.0755 1.0891 0.0073
C 0.090 -3.132 1.069 -0.3073 -1.6114 -0.0084 -0.0130
C 0.475 -1.076 -1.344 0.5651 -0.8081 0.5562 0.0212
H -1.966 -0.225 -2.218 -0.2966 0.4055 -0.3583 0.0741
H -0.976 1.191 -1.899 0.0521 0.0607 0.3423 0.0912
H -2.452 0.833 -0.898 0.2119 0.1820 0.1288 0.0872
H -1.042 1.201 0.848 -0.2105 0.1698 -0.6483 0.1181
H 0.488 1.191 -0.123 -0.2387 0.3220 0.0951 0.1202
H 0.707 0.883 2.376 -0.0881 -0.1517 0.1618 0.1050
H 1.419 -0.397 1.406 0.2215 0.2343 0.0520 0.0842
H -1.092 -0.693 3.047 0.1452 0.1005 0.1997 0.1151
H 0.460 -1.601 3.056 -0.2900 -0.4012 -0.0185 0.1171
H -1.666 -3.484 2.845 -0.3878 0.1079 0.4121 0.1016
H -2.817 -3.511 1.566 0.3833 0.2810 -0.6708 0.0896
H -2.806 -2.128 2.677 0.0000 0.0197 -0.0322 0.0817
H -0.171 -3.965 0.410 -0.4808 0.9272 -1.0850 0.0873
H 0.084 -3.822 1.916 0.9218 0.7284 0.6732 0.1062
H 1.066 -2.718 0.840 -0.0576 -0.0006 0.2788 0.0655
H 0.324 -2.100 -1.687 -0.2551 0.1152 -0.2769 0.0812
H 1.429 -1.112 -0.812 -0.3744 -0.1351 0.7939 0.0831
H 0.812 -0.439 -2.162 -1.0121 0.1642 -0.2864 0.0744
O -1.203 2.723 -4.931 -0.1657 -0.0957 0.3671 -0.0017
C -2.095 2.011 -5.378 0.5637 0.4224 0.4967 -0.5533
N -1.956 1.362 -6.550 -1.3769 -0.4174 0.3310 0.1815
C -3.390 1.841 -4.593 -0.4756 -0.4597 0.1049 -0.0040
H -1.132 1.379 -7.127 0.0043 0.2775 0.1290 0.1203
H -2.813 0.947 -6.881 0.3785 -0.2732 -0.4594 0.1085
H -3.655 0.821 -4.304 0.5676 -0.3143 -0.3473 0.0740
H -4.282 2.149 -5.140 0.1946 0.4314 -0.1233 0.0861
H -3.327 2.357 -3.638 0.1363 0.4148 -0.2892 0.0777
O 3.058 -6.515 -1.175 -0.3488 0.2257 0.1308 0.0469
C 3.497 -5.391 -1.335 -0.7973 -1.7794 0.1335 -0.5835
N 4.656 -5.227 -2.025 0.0592 1.5056 -0.2623 0.1525
C 2.826 -4.197 -0.707 1.2788 1.2391 0.8140 -0.0023
H 4.790 -4.297 -2.392 0.3783 -0.1282 -0.0958 0.0934
H 4.963 -5.985 -2.613 -0.0930 -0.1235 0.1720 0.1133
H 2.892 -4.274 0.381 -0.3194 -0.6781 0.0225 0.0706
H 1.792 -3.967 -0.945 0.0721 -0.5105 -0.4314 0.0614
H 3.441 -3.299 -0.831 -0.1945 0.1799 -0.5979 0.0649
O -2.139 -4.577 -0.876 0.4120 0.7981 -0.5215 0.0119
C -2.450 -4.654 -2.064 -0.7539 0.8328 2.4953 -0.5796
N -2.579 -5.865 -2.620 -0.5694 -0.0250 -1.3968 0.1650
C -2.614 -3.419 -2.954 1.3988 -1.2418 -0.1807 0.0121
H -2.337 -6.662 -2.054 -0.2901 0.0449 0.1230 0.1221
H -3.375 -5.911 -3.239 0.3380 -0.6451 -0.3357 0.1109
H -1.527 -3.339 -3.091 0.0298 0.5592 -0.7558 0.0884
H -2.913 -2.455 -2.557 -0.4912 -0.4589 0.4706 0.0550
H -3.054 -3.666 -3.917 -0.0611 0.2060 0.0285 0.0796
O 2.378 1.741 5.215 -0.5579 0.5204 0.1630 0.0249
C 1.907 1.246 6.227 0.6481 -0.1337 -0.0523 -0.6007
N 1.432 -0.014 6.188 -0.7313 -0.6066 -0.2911 0.1584
C 2.040 1.835 7.591 1.2780 0.8631 0.7428 -0.0075
H 1.104 -0.296 5.279 0.2332 -0.4602 0.1226 0.0923
H 1.179 -0.537 7.008 -0.2871 0.1988 -0.0754 0.1037
H 3.114 1.722 7.769 0.0621 0.0139 0.2340 0.0937
H 1.550 1.405 8.462 -0.3750 -0.4133 -0.4600 0.0783
H 1.904 2.914 7.647 -0.2735 -0.0356 -0.4789 0.0907
O 3.621 2.608 -5.146 0.3359 -0.4131 -0.0181 0.0461
C 2.439 2.351 -5.058 -0.2289 0.5498 0.7514 -0.6187
N 1.487 3.069 -5.688 0.2724 0.1108 -0.2740 0.1516
C 1.851 1.320 -4.145 -0.6475 -1.2105 1.6616 -0.0248
H 0.531 3.012 -5.349 -0.0508 0.2163 -0.4463 0.0374
H 1.866 3.874 -6.164 -0.4181 0.1008 -0.0988 0.1158
H 1.378 1.697 -3.228 0.1084 1.1095 -0.2130 0.0646
H 2.553 0.645 -3.655 0.4125 -0.1812 -0.8521 0.0814
H 0.988 0.780 -4.539 0.3599 -0.2167 -0.5830 0.0750
O -0.678 4.697 4.484 0.3804 0.2689 -0.3097 0.0126
C -0.405 4.393 3.327 -0.6077 -0.7102 1.7355 -0.5891
N -1.391 4.343 2.401 0.8169 0.0790 -0.1511 0.1644
C 0.925 3.796 2.969 0.2367 -0.2276 -0.4432 -0.0007
H -2.306 4.535 2.772 -0.0775 0.0998 -0.4508 0.1088
H -1.136 4.162 1.440 -0.6757 -0.0028 0.0856 0.0399
H 1.020 3.692 1.888 0.3367 0.1209 0.0141 0.0540
H 0.979 2.794 3.399 -0.2987 -0.0239 0.0534 0.0509
H 1.780 4.277 3.439 -0.1838 0.4244 -0.1899 0.0914
O 2.728 -4.129 2.909 0.8710 0.7153 0.3435 0.1115
C 3.555 -3.254 2.822 -0.2299 0.6233 -0.1599 -0.4732
O 3.199 -1.945 2.714 -0.9366 -0.0634 0.2805 -0.0177
C 4.264 -1.132 2.232 0.5266 -0.2356 -1.5400 -0.1451
C 5.298 -2.110 1.619 -0.3831 -0.5311 1.6023 -0.1132
C 5.046 -3.294 2.570 -0.0302 -2.2153 -1.0024 -0.0744
H 4.672 -0.509 3.025 -0.1657 0.1469 -0.0956 0.1360
H 3.857 -0.607 1.369 -0.1097 0.8155 0.5605 0.1153
H 6.321 -1.742 1.607 -0.0702 0.0422 0.1156 0.1198
H 5.014 -2.406 0.611 -0.0293 0.1484 -0.0166 0.0944
H 5.679 -3.431 3.445 -0.1918 0.5884 0.2029 0.1335
H 5.086 -4.274 2.083 0.6916 0.0668 -0.2577 0.1252
O -0.453 3.756 -0.214 -0.0709 0.3831 -0.6469 0.0549
C 0.338 4.305 -0.948 0.1135 -1.4658 0.6310 -0.4667
O 1.633 3.930 -0.858 0.8655 0.7999 -0.6909 0.0324
C 2.446 4.707 -1.779 -0.2665 0.5436 -1.5268 -0.1150
C 1.450 5.423 -2.731 -0.5815 0.6173 0.4729 -0.1176
C 0.096 5.341 -2.003 0.5954 -0.4543 1.0222 -0.0495
H 3.137 4.132 -2.396 -0.3012 -0.8371 0.4261 0.1176
H 3.099 5.466 -1.347 -0.4087 -0.2200 1.0192 0.1247
H 1.394 5.002 -3.731 0.1390 -0.1189 0.0950 0.0938
H 1.740 6.471 -2.785 0.0422 -0.0600 -0.4209 0.1134
H -0.812 5.045 -2.522 0.1661 0.2774 -0.3417 0.1292
H -0.096 6.205 -1.361 -0.2042 0.3903 -0.4818 0.1412
O -3.407 0.758 2.483 0.2483 -0.1813 -0.2830 0.0959
C -4.475 0.429 2.020 2.9100 1.6133 0.5454 -0.5333
O -5.069 -0.653 2.474 -1.9470 -0.2449 -0.5393 0.0534
C -6.321 -0.726 1.763 -1.7593 1.2791 -0.5860 -0.1016
C -6.623 0.725 1.184 1.3519 -0.0590 -0.3884 -0.1249
C -5.205 1.229 0.971 -0.2213 -1.0105 0.0614 -0.0952
H -7.189 -0.973 2.370 0.5603 -0.5708 0.5013 0.1247
H -6.201 -1.443 0.952 -0.1359 0.0050 -0.0223 0.1250
H -6.972 1.535 1.823 -1.1660 -0.9909 0.5810 0.1210
H -7.146 0.716 0.230 -0.4187 -0.1921 0.2922 0.1138
H -5.068 2.281 1.204 0.1929 -0.0195 -0.3809 0.1315
H -4.882 0.947 -0.032 0.5123 0.2336 0.0813 0.1188
```
Forces are in eV/Å.

2.
Formula: C18H18F3N2O3PtSe
Source: the OMol25 dataset
Level of theory: ωB97M-V/def2-TZVPD

Max |F| (eV Å⁻¹): 1.3
HOMO energy (spin up / spin down) (eV): -8.3 / -8.3
⟨S²⟩: 1.05
Energy relative to the best compared isomer or geometry (same formula, charge and spin) (kcal/mol): 53.7
Spin multiplicity: 2
Total energy (hartree): -3852.093625

The geometry in XYZ format:
```
46
Properties=species:S:1:pos:R:3:forces:R:3:lowdin_spin:R:1
Pt 0.237 0.126 -0.176 0.5044 -0.2484 -1.0561 0.7652
F -1.770 2.830 -4.400 0.0543 0.0015 -0.0105 0.0012
C -0.587 2.315 -4.058 -0.0266 0.0769 0.1870 0.0075
F 0.283 3.325 -3.946 0.0687 0.0220 -0.0426 0.0005
F -0.170 1.544 -5.090 -0.0300 0.0185 -0.0614 0.0017
C -0.701 1.440 -2.772 -0.8343 -0.0426 -0.5608 0.0048
O -1.632 0.647 -2.784 0.3181 0.3025 0.1084 0.0038
O 0.199 1.654 -1.911 0.2535 -0.7611 0.7670 0.0982
Se -0.890 -1.921 -1.212 0.6477 0.6573 0.8494 -0.0966
C -2.687 -2.064 -0.627 -0.0609 0.0722 0.2223 -0.0048
C -3.709 -1.313 -1.197 0.1222 0.1116 -0.1062 -0.0112
C -5.004 -1.530 -0.753 0.0288 -0.1013 0.0620 0.0011
N -5.321 -2.428 0.177 -0.1579 -0.0506 -0.0208 -0.0104
C -4.341 -3.164 0.693 0.0219 0.0514 -0.0363 0.0027
C -3.010 -3.018 0.334 -0.0282 -0.0017 -0.0127 -0.0048
H -3.489 -0.585 -1.967 0.0185 0.0403 0.0662 -0.0005
H -5.830 -0.965 -1.169 0.0191 0.0387 -0.0018 0.0002
H -4.635 -3.907 1.425 0.0153 0.0188 0.0342 0.0004
H -2.246 -3.640 0.780 0.0091 0.0443 0.0168 0.0008
C 1.582 1.464 4.878 -0.0121 0.0191 0.0066 0.0059
C 0.659 0.335 4.404 0.1348 -0.1181 -0.0749 0.0196
C 1.322 -1.032 4.656 -0.0352 0.0447 0.0010 0.0090
C -0.685 0.407 5.140 -0.0145 0.0174 -0.0417 0.0057
C 0.433 0.435 2.956 -0.0495 0.1151 0.1856 0.1390
C 0.241 0.451 1.754 -0.9113 -0.4886 -0.3795 -0.0261
H 1.801 1.337 5.940 -0.0036 0.0076 0.0020 0.0007
H 1.107 2.435 4.736 0.0063 0.0024 -0.0072 0.0002
H 2.521 1.459 4.325 0.0075 -0.0267 0.0128 0.0002
H 1.475 -1.188 5.726 0.0017 0.0292 -0.0177 0.0014
H 2.285 -1.088 4.147 0.0202 0.0023 0.0257 0.0002
H 0.692 -1.833 4.269 -0.0081 -0.0246 0.0439 0.0003
H -0.534 0.206 6.203 0.0001 0.0214 0.0078 0.0007
H -1.384 -0.326 4.739 0.0056 -0.0237 0.0327 0.0002
H -1.130 1.396 5.032 -0.0138 -0.0065 -0.0056 0.0002
O 1.673 -0.893 -1.501 -0.1896 0.2140 -0.0239 0.0622
N 2.270 -0.157 -2.422 0.2313 0.0394 -0.4399 -0.0041
C 1.878 -0.266 -3.704 -0.0260 -0.1427 0.2235 0.0094
C 2.544 0.417 -4.691 0.2122 0.1943 -0.2492 -0.0016
C 3.621 1.231 -4.368 -0.2443 -0.1620 0.2458 0.0107
C 3.977 1.349 -3.031 0.1364 0.2086 -0.2208 -0.0016
C 3.286 0.651 -2.072 -0.1837 -0.0856 0.1428 0.0087
H 1.032 -0.918 -3.868 -0.0143 0.0121 0.0324 -0.0007
H 2.209 0.323 -5.714 -0.0363 -0.0433 0.0410 -0.0003
H 4.155 1.772 -5.135 0.0083 0.0139 -0.0037 0.0006
H 4.790 1.995 -2.733 -0.0048 -0.0341 0.0689 -0.0003
H 3.483 0.691 -1.012 0.0386 -0.0360 -0.0123 -0.0002
```
Forces are in eV/Å.

3.
Formula: C3H14O5
Source: the OMol25 dataset
Level of theory: ωB97M-V/def2-TZVPD

Max |F| (eV Å⁻¹): 6.6
HOMO energy (eV): -8.9
Energy relative to the best compared isomer or geometry (same formula, charge and spin) (kcal/mol): 63.2
Spin multiplicity: 1
Total energy (hartree): -498.807931

The geometry in XYZ format:
```
22
Properties=species:S:1:pos:R:3:forces:R:3:nbo_charge:R:1
C -0.566 1.963 1.176 -3.8569 0.2268 0.3022 -0.5053
C 0.244 1.047 1.658 5.0786 2.0510 -3.7274 0.3197
O 1.580 1.398 1.105 1.2982 -3.0311 2.5486 -0.7265
C 0.327 -0.234 2.326 -3.1766 -2.6395 -1.8703 -0.6898
H -1.656 1.886 1.279 0.2770 -0.4242 0.6507 0.1819
H -0.441 2.873 0.583 1.3664 -0.5975 0.2691 0.2308
H 2.260 0.700 1.524 -2.1902 2.4884 -1.5777 0.4614
H -0.138 -1.142 1.680 1.6563 2.0657 0.7879 0.2542
H 1.273 -0.522 2.738 0.2731 0.1014 0.3043 0.2320
H -0.484 -0.193 2.982 -0.8225 -0.2446 2.2282 0.2402
H -0.128 -1.727 -0.843 -0.7271 0.3716 0.5913 0.4955
H -1.664 -1.054 -0.917 0.8989 -0.5998 0.7067 0.4901
O -0.922 -1.502 -1.357 -0.1763 -0.0604 -1.4195 -1.0379
H 0.734 1.173 -3.257 -1.0498 2.2879 0.0113 0.4702
H 0.322 -0.281 -3.133 -1.4441 -0.7376 0.2437 0.4869
O 1.043 0.310 -3.227 2.4001 -1.7416 -0.0255 -0.9552
H -2.674 0.435 -0.181 0.2419 -0.8738 1.3697 0.4723
H -3.682 -0.504 -0.564 0.7427 -0.7906 1.7107 0.4725
O -2.992 -0.445 0.175 -1.2427 1.9667 -3.0250 -0.9184
H 1.960 -2.385 -1.010 0.3972 -0.5854 -0.6129 0.4785
H 1.468 -0.919 -1.185 0.5615 -0.5914 0.4941 0.5060
O 1.644 -1.636 -0.527 -0.5058 1.3581 0.0398 -0.9591
```
Forces are in eV/Å.

4.
Formula: C7H10
Source: the OMol25 dataset
Level of theory: ωB97M-V/def2-TZVPD

Max |F| (eV Å⁻¹): 1.9
HOMO energy (eV): -8.9
Energy relative to the best compared isomer or geometry (same formula, charge and spin) (kcal/mol): 55.3
Spin multiplicity: 1
Total energy (hartree): -272.629949

The geometry in XYZ format:
```
17
Properties=species:S:1:pos:R:3:forces:R:3:nbo_charge:R:1
C 1.146 -0.878 0.838 -0.2232 -0.0031 -0.9277 -0.1932
C 2.181 -0.065 0.899 1.3364 0.2751 -0.4589 -0.3985
C 0.436 -1.907 -1.292 -1.2902 0.3334 -0.3999 -0.3757
C 0.235 -0.975 -0.363 0.7755 -0.4148 1.0646 -0.0543
C -0.925 -0.061 -0.252 -0.0697 0.9537 -0.1015 -0.2490
C -0.801 1.250 -0.034 -0.2442 0.7606 0.4732 -0.1362
C -1.987 2.139 0.190 -1.4001 -1.1905 -0.4423 -0.6443
H 0.828 -1.576 1.607 0.2681 0.3112 0.3748 0.2117
H 2.933 0.036 1.668 -0.4294 -0.4027 0.6574 0.1991
H 2.524 0.514 0.040 -0.6563 -0.0264 -0.1182 0.1912
H 1.305 -2.518 -1.480 0.1740 0.0181 0.6125 0.2094
H -0.409 -2.094 -1.944 0.1502 0.1044 -0.5087 0.1901
H -1.977 -0.339 -0.296 0.2470 -0.7603 -0.3422 0.2110
H 0.094 1.841 0.148 0.5522 -0.8319 -0.2733 0.2002
H -2.117 2.299 1.263 0.1160 0.4922 -0.0890 0.2200
H -2.033 3.050 -0.397 0.5327 0.3295 0.2504 0.2183
H -2.896 1.604 -0.136 0.1609 0.0515 0.2290 0.2002
```
Forces are in eV/Å.

- Which of these has the highest spin multiplicity?
  C18H18F3N2O3PtSe

- Which formula does entry 1 have?
  C33H66N7O13